Record 1
Entry from OMol25: C28H80N4Na3O14P as an isolated structure in a non-equilibrium geometry (ωB97M-V/def2-TZVPD).

Summary:
HOMO level = -9.03 eV
F_max = 0.05301 Eh/bohr

```
! wB97M-V def2-TZVPD RIJCOSX def2/J DEFGRID3
* xyz 0 1
Na -2.3476 1.5225 0.0985
Na 0.4331 -1.4282 -2.5653
Na 2.3456 0.0860 1.2869
P 0.0086 0.1130 -0.1831
O 0.3563 1.3437 0.6384
O 1.2215 -0.7712 -0.4714
O -0.6205 0.5278 -1.5421
O -1.1029 -0.7246 0.4721
C -2.8385 0.2482 -4.2705
C -3.7811 0.9338 -3.2448
C -5.2184 0.5690 -3.4838
O -5.6357 0.9665 -4.7834
C -7.0166 0.8217 -4.9592
N -3.2529 0.5885 -1.8966
H -3.0705 0.6588 -5.2616
H -2.9414 -0.8366 -4.3814
H -1.7660 0.3930 -4.1407
H -3.5998 2.0035 -3.3733
H -5.8485 1.0910 -2.7554
H -5.3960 -0.5034 -3.3504
H -7.3509 -0.2182 -4.8645
H -7.2798 1.2109 -5.9401
H -7.5940 1.3842 -4.2137
H -3.2629 -0.4333 -1.8751
H -2.2306 0.6975 -1.9405
C -1.1401 2.2252 4.0144
C 0.2859 1.7439 4.3641
C 0.3847 1.0334 5.6944
O -0.1387 1.9228 6.6693
C -0.0514 1.3873 7.9678
N 0.7652 0.8203 3.3247
H -1.8189 1.3699 4.0611
H -1.2482 2.6357 3.0084
H -1.4822 2.9900 4.7128
H 0.9700 2.5940 4.4237
H 1.4352 0.7622 5.8531
H -0.2029 0.1063 5.7425
H 0.9707 1.4436 8.3522
H -0.4462 0.3708 8.0624
H -0.6702 1.9763 8.6474
H 0.5095 1.1845 2.4050
H 0.1882 -0.0227 3.3443
C 4.6917 -0.4794 -4.2412
C 4.3327 -0.8134 -2.7986
C 4.9217 0.2051 -1.8389
O 6.3200 0.2659 -1.8379
C 6.8803 0.9381 -0.7527
N 2.8661 -0.8410 -2.7249
H 5.7674 -0.4377 -4.4373
H 4.3311 0.4959 -4.5744
H 4.3201 -1.2541 -4.9137
H 4.6593 -1.8250 -2.5450
H 4.5351 0.0059 -0.8217
H 4.5302 1.2225 -2.0098
H 7.9659 0.9256 -0.8600
H 6.7697 0.3573 0.1756
H 6.5404 1.9549 -0.5451
H 2.6196 0.1502 -2.8594
H 2.5629 -0.8954 -1.7487
C 4.5957 -4.1422 0.6315
C 3.3890 -3.5436 -0.1075
C 2.3997 -4.6107 -0.5623
O 1.3589 -4.0164 -1.3161
C 0.3205 -4.9243 -1.6412
N 2.7199 -2.5229 0.6869
H 5.2693 -4.6750 -0.0514
H 4.3680 -4.8605 1.4163
H 5.2319 -3.3049 0.9185
H 3.7335 -3.0171 -0.9999
H 1.9648 -5.1037 0.3187
H 2.9470 -5.3810 -1.1206
H -0.3794 -4.9647 -0.8029
H 0.6766 -5.9096 -1.9472
H -0.2267 -4.5184 -2.4939
H 1.9872 -2.8964 1.2913
H 2.1222 -1.9308 0.1052
C -0.1504 -4.0982 3.7773
C -0.4623 -3.4341 2.4542
O 0.1124 -2.1320 2.4558
H -0.5781 -5.1012 3.7669
H -0.5634 -3.5315 4.6109
H 0.9360 -4.1088 3.8781
H -1.5486 -3.4517 2.3069
H -0.0144 -3.9922 1.6223
H -0.3189 -1.6377 1.7201
C -5.1913 -0.5951 3.0732
C -3.7523 -0.9758 2.8168
O -3.1260 -0.0418 1.9491
H -5.7699 -0.5793 2.1500
H -5.2339 0.3253 3.6523
H -5.6781 -1.3843 3.6538
H -3.6779 -1.9895 2.3977
H -3.1183 -1.0053 3.7157
H -2.3545 -0.4747 1.5281
C -3.8428 -3.4670 -2.3048
C -3.1284 -3.0624 -1.0252
O -2.0565 -2.2061 -1.4461
H -4.8050 -3.8957 -2.0005
H -3.3122 -4.2915 -2.7810
H -4.0036 -2.6508 -3.0024
H -2.7512 -3.9682 -0.5375
H -3.7320 -2.5179 -0.2940
H -1.6735 -1.7157 -0.6767
C 3.8826 3.2860 2.3058
C 2.6677 3.3618 1.4497
O 2.7839 2.4750 0.3539
H 4.7820 3.4552 1.7145
H 3.9095 2.3186 2.8208
H 3.8638 3.9913 3.1390
H 2.5523 4.4030 1.1178
H 1.7527 3.1500 2.0154
H 1.9227 2.1150 0.0850
C -0.5831 3.2954 -3.5807
C 0.8954 2.9355 -3.5623
O 1.0448 1.5363 -3.3073
H -1.1558 2.6815 -4.2750
H -0.7810 4.3654 -3.7133
H -1.1507 3.1611 -2.6504
H 1.4497 3.4573 -2.7774
H 1.2894 3.1645 -4.5508
H 0.4323 1.2713 -2.5771
C -1.3715 6.1303 0.0030
C -0.3669 5.0183 -0.0874
O -0.9844 3.7347 0.0153
H -2.1311 5.9149 -0.7536
H -0.9438 7.1236 -0.0768
H -1.8386 6.0053 0.9833
H 0.2886 5.0943 0.7914
H 0.2414 5.0248 -0.9995
H -0.2700 3.0724 0.0176
*
```

=====

Record 2
Entry from OMol25: a 11-piece molecular cluster, C28H81F3N12O13S overall in a non-equilibrium geometry (ωB97M-V/def2-TZVPD).

Summary:
HOMO level = -8.56 eV
F_max = 0.12296 Eh/bohr

```
! wB97M-V def2-TZVPD RIJCOSX def2/J DEFGRID3
* xyz 0 1
O -14.9181 9.0496 -5.8435
H -14.1189 9.5589 -5.6903
H -15.6295 9.4065 -5.3066
H -14.7391 8.1281 -5.6426
C -14.9584 4.2445 -7.9133
F -14.5699 3.6441 -9.0145
F -16.2735 4.3107 -7.9400
F -14.5533 3.5622 -6.8017
S -14.1109 5.9290 -7.6803
O -12.7625 5.3881 -7.3951
O -14.3539 6.7440 -8.9387
O -14.6720 6.4386 -6.4081
C -16.1967 6.9537 -11.9090
O -17.0226 7.3842 -12.6890
N -16.2588 5.6931 -11.6037
N -15.3590 7.5678 -11.1994
H -16.6909 5.0451 -12.2468
H -15.6704 5.3241 -10.8704
H -14.8156 7.0023 -10.5630
H -15.0536 8.4872 -11.4849
C -12.2953 10.0518 -9.0662
O -12.0678 11.2260 -9.1552
N -13.4719 9.4851 -9.2230
N -11.4530 9.1434 -8.6813
H -14.2309 10.0332 -9.6020
H -13.5885 8.4874 -9.1182
H -11.7621 8.1821 -8.7002
H -10.5126 9.4371 -8.4588
C -16.2619 0.2236 -5.9591
O -15.4078 -0.5480 -6.2171
N -17.3765 -0.1165 -5.3885
N -16.2910 1.4910 -6.2536
H -17.4960 -1.0955 -5.1710
H -18.1034 0.5718 -5.2546
H -15.4830 1.9312 -6.6702
H -16.9914 2.0875 -5.8369
C -8.2099 3.4590 -6.9322
C -9.6565 4.1810 -6.8629
C -9.4701 5.6999 -6.5211
O -8.4950 5.9722 -5.5556
C -7.6391 7.1775 -5.7463
N -10.3701 4.0008 -8.1011
H -7.5799 3.9296 -7.6870
H -8.2961 2.3857 -7.1020
H -7.6097 3.4314 -6.0227
H -10.3040 3.8629 -6.0458
H -10.3823 6.1919 -6.1835
H -9.0513 6.0923 -7.4477
H -6.8599 7.2590 -4.9885
H -8.1511 8.1390 -5.7080
H -7.0088 7.1246 -6.6340
H -9.8261 4.4080 -8.8483
H -11.2653 4.4587 -8.0060
C -18.1129 7.7383 -5.3398
C -17.9799 9.2064 -5.5714
C -19.4163 9.8592 -5.6715
O -19.4003 11.3071 -5.8559
C -20.5282 11.9513 -6.3223
N -17.1656 9.7772 -4.5092
H -18.5382 7.4385 -4.3821
H -17.1187 7.2915 -5.3508
H -18.6391 7.3554 -6.2142
H -17.6270 9.3098 -6.5975
H -19.9878 9.6760 -4.7616
H -19.9155 9.2785 -6.4472
H -20.5525 13.0026 -6.0355
H -21.4094 11.4571 -5.9132
H -20.6406 11.8043 -7.3965
H -17.1723 10.7870 -4.5288
H -17.6610 9.5247 -3.6660
C -18.0420 2.2514 -9.7560
C -17.8720 1.2042 -10.8615
C -19.1714 0.5043 -11.1655
O -20.1857 1.3412 -11.7187
C -21.1647 0.6868 -12.5520
N -17.3175 1.9096 -12.0185
H -17.1488 2.7010 -9.3222
H -18.4765 1.8190 -8.8547
H -18.7439 3.0156 -10.0898
H -17.1915 0.3855 -10.6275
H -19.4711 -0.0490 -10.2755
H -18.8373 -0.1869 -11.9393
H -21.7464 1.5845 -12.7615
H -21.8033 0.0031 -11.9927
H -20.8055 0.2489 -13.4833
H -17.7819 2.8043 -12.0807
H -17.6592 1.5143 -12.8828
C -21.0822 5.6392 -5.8429
C -21.1600 4.9075 -7.2110
C -20.0090 5.2358 -8.1887
O -19.9147 6.6209 -8.3885
C -18.9077 6.9510 -9.3523
N -21.1416 3.4862 -6.9194
H -20.2899 5.1466 -5.2792
H -22.0255 5.6288 -5.2968
H -20.8656 6.6918 -6.0255
H -22.1500 4.9573 -7.6643
H -20.3645 4.6996 -9.0686
H -19.0449 4.8794 -7.8258
H -19.2502 6.5920 -10.3228
H -17.9168 6.5206 -9.2070
H -18.9197 8.0408 -9.3442
H -21.9890 3.2148 -6.4414
H -21.1621 2.9869 -7.7972
C -15.1293 5.4481 -1.9086
C -13.8545 5.0866 -2.7825
C -14.1083 3.6500 -3.2761
O -14.2082 2.6561 -2.2599
C -13.6091 1.4607 -2.6760
N -13.5014 5.9894 -3.8490
H -15.0941 6.3904 -1.3618
H -15.2277 4.6191 -1.2078
H -16.0128 5.5422 -2.5400
H -13.0272 5.0852 -2.0728
H -13.3456 3.3642 -4.0005
H -15.0858 3.7384 -3.7502
H -12.5789 1.5014 -3.0298
H -14.2706 0.8622 -3.3023
H -13.5018 0.8744 -1.7635
H -12.7639 5.3902 -4.1911
H -14.1627 5.9386 -4.6107
C -12.0657 5.2795 -11.6547
C -12.3596 6.2180 -12.9104
C -11.9388 7.7322 -12.7808
O -12.3195 8.5576 -13.8805
C -13.7621 8.6548 -14.0950
N -11.8756 5.6705 -14.1634
H -11.0480 5.5126 -11.3416
H -12.1310 4.2380 -11.9693
H -12.6588 5.3859 -10.7464
H -13.4327 6.2251 -13.1014
H -10.8677 7.8624 -12.6263
H -12.3307 8.1760 -11.8656
H -14.1752 7.6843 -14.3698
H -13.8461 9.4244 -14.8623
H -14.2332 9.0587 -13.1988
H -11.3353 6.3726 -14.6482
H -12.6464 5.5633 -14.8072
*
```

=====

Record 3
Entry from OMol25: a 12-piece molecular cluster, C28H81NO24 overall in a non-equilibrium geometry (ωB97M-V/def2-TZVPD).

Summary:
HOMO level = -8.82 eV
SMILES = COCCNCCOC.OCCO.OCCO.OCCO.OCCO.OCCO.OCCO.OCCO.OCCO.OCCO.OCCO.OCCO
F_max = 0.07484 Eh/bohr

```
! wB97M-V def2-TZVPD RIJCOSX def2/J DEFGRID3
* xyz 0 1
C 16.1700 -0.5798 12.0070
C 14.9653 -1.4503 11.8920
O 15.2580 -2.8172 11.9020
O 17.0025 -0.4595 10.8314
H 16.7192 -0.7795 12.9272
H 15.7891 0.4134 12.2448
H 14.3156 -1.1175 11.0826
H 14.3510 -1.2906 12.7782
H 15.5484 -3.0594 12.7843
H 17.1120 -1.3736 10.5591
C 17.9298 1.7600 5.2521
C 19.0713 1.3759 6.2384
O 18.6165 0.2233 6.9692
O 16.8372 2.2574 5.9821
H 17.7555 0.9766 4.5145
H 18.2856 2.6246 4.6916
H 19.2350 2.2406 6.8814
H 20.0294 1.1271 5.7820
H 18.1680 0.5314 7.7601
H 17.1022 3.1398 6.2518
C 20.2516 -4.0319 3.8758
C 21.5260 -4.7263 3.4035
O 21.1179 -5.8222 2.5882
O 19.4766 -4.9449 4.6888
H 19.6916 -3.7786 2.9756
H 20.4644 -3.1143 4.4243
H 22.1903 -5.0943 4.1854
H 22.2357 -4.1480 2.8119
H 20.8163 -6.5625 3.1198
H 18.9288 -5.3762 4.0289
C 23.0326 -3.5810 15.2021
C 24.3238 -4.4383 15.5359
O 24.6530 -4.2992 16.8551
O 23.5211 -2.3358 15.0383
H 22.2466 -3.5683 15.9572
H 22.5707 -4.0304 14.3231
H 25.1803 -4.0921 14.9573
H 24.2160 -5.4714 15.2053
H 24.9231 -3.3816 16.9360
H 23.0348 -1.8212 15.6866
C 24.6308 0.2734 10.1429
C 24.3323 0.9231 11.5077
O 24.3771 2.3338 11.4037
O 25.9665 0.7509 9.7071
H 23.8615 0.5233 9.4123
H 24.7167 -0.8066 10.2619
H 25.1599 0.6374 12.1569
H 23.3820 0.6653 11.9751
H 25.1822 2.4942 10.9059
H 25.9833 0.3810 8.8213
C 23.8186 -9.7083 11.2338
C 22.8605 -8.4940 11.5644
O 21.6320 -8.7672 12.2182
O 23.4945 -10.4124 10.0888
H 23.8517 -10.4187 12.0598
H 24.8079 -9.2514 11.2118
H 22.6884 -7.9744 10.6218
H 23.3514 -7.7747 12.2199
H 20.9842 -8.9558 11.5353
H 22.6267 -10.7899 10.2502
C 25.2211 -6.2120 7.8735
C 25.2794 -7.4040 6.9330
O 24.2589 -8.2959 7.0725
O 25.9777 -6.3644 9.0704
H 24.1845 -5.9630 8.1004
H 25.6866 -5.3422 7.4099
H 26.2260 -7.9252 7.0758
H 25.1202 -6.9271 5.9658
H 24.5035 -8.7710 7.8701
H 26.9067 -6.1298 9.0115
C 20.5528 -4.1382 9.2063
C 19.0520 -4.4914 9.3530
O 18.1743 -3.8002 8.4969
O 20.7759 -2.7730 9.1775
H 20.9185 -4.5176 8.2522
H 21.0412 -4.6044 10.0620
H 18.8389 -4.2182 10.3864
H 19.0144 -5.5726 9.2201
H 18.3310 -4.1782 7.6285
H 20.3198 -2.4363 8.4027
C 14.7317 -7.9081 8.0354
C 14.5634 -7.0758 9.3611
O 13.5443 -6.1233 9.3723
O 15.1750 -9.1691 8.3551
H 15.2562 -7.4028 7.2245
H 13.7574 -7.9603 7.5494
H 15.5372 -6.6056 9.4980
H 14.4824 -7.7471 10.2160
H 13.7735 -5.3900 9.9479
H 14.5343 -9.6794 8.8558
C 13.8195 -1.7679 5.7677
C 12.8609 -1.6280 7.0354
O 11.4999 -1.6299 6.6733
O 13.8920 -0.5323 5.1329
H 13.4940 -2.5284 5.0579
H 14.8219 -2.0497 6.0901
H 13.1045 -0.7182 7.5840
H 13.0429 -2.4765 7.6950
H 11.3070 -0.7755 6.2803
H 14.4664 0.0526 5.6325
C 17.8804 -11.1678 11.0139
C 18.4847 -12.1403 9.9408
O 19.8840 -12.0885 9.9817
O 17.8889 -9.8780 10.4560
H 18.3973 -11.2241 11.9719
H 16.8477 -11.4851 11.1594
H 18.2371 -11.7803 8.9422
H 18.0214 -13.1224 10.0346
H 20.2650 -12.7458 9.3948
H 17.4286 -9.8862 9.6136
C 16.4606 -5.5137 14.4806
O 16.3914 -4.1903 15.0208
C 17.5962 -3.7740 15.6741
C 17.1891 -2.5951 16.6908
N 16.3106 -3.0859 17.7212
C 15.6636 -2.1031 18.5770
C 14.6802 -1.1392 17.9142
O 13.7022 -1.8286 17.0493
C 12.6104 -0.9686 16.6301
H 17.1802 -5.5985 13.6662
H 15.4612 -5.7762 14.1337
H 16.7334 -6.3780 15.0862
H 18.2188 -3.2962 14.9178
H 18.0858 -4.6008 16.1885
H 16.5919 -1.8609 16.1500
H 17.9619 -1.9733 17.1428
H 15.4885 -3.4721 17.2795
H 16.3618 -1.4195 19.0599
H 15.1350 -2.6035 19.3883
H 15.1819 -0.4266 17.2595
H 14.1348 -0.5554 18.6556
H 12.0088 -1.6517 16.0305
H 13.0713 -0.1585 16.0651
H 12.0784 -0.6330 17.5203
*
```

=====

no.,LUMO level (eV),energy (eV)
1,0.173,-87504.623
2,-0.681,-93830.874
3,0.229,-80968.634